Entry 1:
{
  "formula": "C2H3N2O2P",
  "method": "ωB97M-V/def2-TZVPD",
  "elements": ["C", "C", "N", "N", "O", "O", "P", "H", "H", "H"],
  "positions_angstrom": [[-0.17, -0.82, -0.12], [-0.04, 1.27, 0.66], [-0.09, -0.12, 0.99], [0.07, -0.38, -1.33], [-0.43, -2.19, 0.04], [0.08, 2.19, 1.42], [-0.10, 1.32, -1.17], [-0.34, -0.41, 1.97], [-0.29, -2.61, -0.96], [1.31, 1.75, -1.49]],
  "orbital_gap_ha": 0.34842,
  "spin_multiplicity": 1,
  "e_above_lowest_kcal_mol": 22.2,
  "homo_energy_ev": -9.00
}

Entry 2:
{
  "formula": "C4H9NS",
  "method": "ωB97M-V/def2-TZVPD",
  "elements": ["C", "C", "C", "C", "H", "H", "H", "H", "H", "H", "H", "H", "H", "N", "S"],
  "positions_angstrom": [[-0.46, -1.46, -0.06], [-0.79, 0.05, 0.05], [-1.85, 0.36, -0.93], [2.79, 1.14, 1.04], [-1.29, -2.51, 0.04], [0.52, -1.66, 0.59], [-0.20, -1.57, -1.11], [-0.80, 0.62, 1.12], [-2.93, 0.11, -0.46], [-1.80, -0.18, -1.94], [-1.86, 1.45, -1.00], [3.10, 2.25, 0.77], [3.05, 0.62, 1.93], [1.83, 0.03, 0.48], [0.69, 0.75, -0.53]],
  "orbital_gap_ha": 0.27403,
  "spin_multiplicity": 1,
  "e_above_lowest_kcal_mol": 135.3,
  "homo_energy_ev": -7.95
}

Entry 3:
{
  "formula": "C4H20B2InO4",
  "method": "ωB97M-V/def2-TZVPD",
  "elements": ["In", "B", "H", "H", "H", "H", "B", "H", "H", "H", "H", "C", "C", "O", "O", "H", "H", "H", "H", "H", "H", "C", "C", "O", "O", "H", "H", "H", "H", "H", "H"],
  "positions_angstrom": [[0.54, -1.13, 0.88], [-1.05, -1.36, 3.64], [-2.01, -1.54, 4.32], [-0.57, -0.34, 4.05], [-0.22, -2.21, 3.74], [-1.46, -1.38, 2.45], [-2.25, 0.26, 1.52], [-3.26, 0.75, 1.87], [-2.35, -0.91, 1.30], [-1.86, 0.82, 0.53], [-1.31, 0.36, 2.34], [1.81, 2.28, -0.02], [2.79, 1.40, -0.76], [2.90, 0.11, -0.13], [0.56, 1.61, 0.03], [1.85, 3.31, -0.38], [2.23, 2.34, 1.00], [3.76, 1.90, -0.69], [2.42, 1.26, -1.78], [3.81, -0.18, -0.23], [-0.19, 2.21, 0.09], [-1.36, -0.63, -2.23], [-0.06, -0.96, -2.91], [1.02, -0.94, -1.99], [-1.50, -1.64, -1.21], [-2.21, -0.52, -2.90], [-1.37, 0.28, -1.63], [0.01, -0.21, -3.71], [-0.08, -1.92, -3.43], [1.80, -1.03, -2.55], [-2.39, -2.01, -1.23]],
  "orbital_gap_ha": 0.20594,
  "charge": 1,
  "spin_multiplicity": 1,
  "e_above_lowest_kcal_mol": 0.0,
  "homo_energy_ev": -13.37
}

Entry 4:
{
  "formula": "C3H5Cl2N",
  "method": "ωB97M-V/def2-TZVPD",
  "elements": ["C", "C", "C", "N", "Cl", "Cl", "H", "H", "H", "H", "H"],
  "positions_angstrom": [[0.83, -0.08, 0.27], [2.02, 0.23, -0.18], [-1.73, 0.32, 0.03], [-0.57, -0.26, -0.64], [3.29, 0.02, 1.02], [-0.58, -1.98, -0.84], [0.70, -0.26, 1.29], [2.33, 0.54, -1.20], [-2.52, 0.26, -0.74], [-2.27, -0.13, 0.89], [-1.51, 1.34, 0.10]],
  "orbital_gap_ha": 0.37634,
  "spin_multiplicity": 1,
  "e_above_lowest_kcal_mol": 61.4,
  "homo_energy_ev": -9.41
}

Entry 5:
{
  "formula": "C51H53Cl3FIN4O3PPbS",
  "method": "ωB97M-V/def2-TZVPD",
  "elements": ["Pb", "C", "C", "C", "P", "C", "C", "C", "C", "C", "C", "C", "C", "C", "C", "N", "C", "C", "C", "C", "C", "C", "C", "C", "C", "H", "H", "H", "H", "H", "H", "H", "H", "H", "H", "H", "H", "H", "H", "H", "H", "H", "H", "H", "H", "H", "H", "H", "H", "H", "H", "H", "H", "H", "H", "H", "F", "I", "C", "C", "C", "C", "C", "C", "C", "O", "O", "H", "H", "H", "H", "N", "C", "C", "C", "C", "C", "C", "H", "H", "H", "H", "H", "Cl", "C", "C", "C", "C", "C", "C", "N", "C", "C", "N", "C", "O", "C", "C", "C", "Cl", "S", "C", "C", "C", "Cl", "C", "H", "H", "H", "H", "H", "H", "H", "H", "H", "H", "H", "H", "H"],
  "positions_angstrom": [[0.63, -0.90, -0.25], [2.30, -0.96, 4.25], [1.63, 0.42, 4.26], [0.74, 0.53, 5.52], [0.77, 0.77, 2.61], [1.61, 2.30, 1.92], [0.93, 2.71, 0.60], [1.80, 3.43, 2.94], [-0.91, 1.32, 2.83], [-1.33, 2.63, 3.22], [-2.68, 2.87, 3.55], [-3.06, 4.14, 4.23], [-3.61, 1.91, 3.18], [-3.24, 0.69, 2.66], [-1.88, 0.31, 2.53], [-1.42, -0.93, 2.25], [-2.32, -1.98, 2.13], [-2.21, -3.04, 3.10], [-1.48, -2.76, 4.36], [-2.90, -4.25, 2.91], [-3.82, -4.37, 1.82], [-4.50, -5.70, 1.62], [-3.91, -3.34, 0.92], [-3.25, -2.12, 1.06], [-3.48, -1.07, 0.03], [2.82, -1.11, 5.19], [3.09, -1.02, 3.54], [1.56, -1.76, 4.05], [2.41, 1.18, 4.29], [-0.21, 0.05, 5.29], [0.51, 1.56, 5.84], [1.17, -0.06, 6.34], [2.59, 1.88, 1.65], [-0.15, 2.61, 0.53], [1.35, 2.10, -0.20], [1.21, 3.71, 0.34], [1.30, 4.36, 2.67], [2.86, 3.59, 3.04], [1.47, 3.19, 3.95], [-0.60, 3.43, 3.41], [-3.03, 5.02, 3.58], [-2.34, 4.39, 5.06], [-4.07, 4.08, 4.71], [-4.66, 2.10, 3.34], [-4.02, 0.02, 2.34], [-0.44, -3.10, 4.35], [-1.97, -3.34, 5.19], [-1.48, -1.69, 4.60], [-2.86, -5.04, 3.65], [-4.08, -6.49, 2.30], [-4.37, -6.00, 0.56], [-5.56, -5.59, 1.84], [-4.57, -3.52, 0.06], [-4.39, -0.48, 0.10], [-3.51, -1.54, -0.98], [-2.62, -0.40, -0.03], [-0.67, -1.01, -1.88], [4.46, -7.79, 5.31], [4.06, -6.43, 3.73], [2.82, -6.49, 3.04], [2.54, -5.47, 2.15], [3.45, -4.47, 1.81], [4.73, -4.54, 2.38], [5.01, -5.46, 3.39], [3.12, -3.34, 0.87], [4.26, -2.71, 0.40], [1.93, -3.06, 0.56], [2.03, -7.23, 3.24], [1.52, -5.41, 1.71], [5.56, -3.95, 2.00], [5.92, -5.38, 4.00], [2.62, -0.56, -1.61], [3.76, -0.99, -1.32], [4.20, -1.25, 0.19], [5.52, -0.62, 0.35], [6.37, -0.43, -0.70], [6.06, -0.97, -2.01], [4.79, -1.26, -2.32], [3.46, -0.91, 0.92], [5.79, -0.37, 1.37], [7.32, 0.09, -0.57], [6.93, -1.17, -2.66], [4.41, -1.49, -3.30], [-0.17, -3.42, -7.13], [-0.35, -1.73, -6.73], [0.43, -1.07, -5.83], [0.05, 0.22, -5.46], [-1.03, 0.91, -6.01], [-1.49, 2.22, -5.44], [-2.82, 2.01, -4.72], [-2.65, 2.29, -3.27], [-2.86, 3.55, -2.67], [-2.61, 3.32, -1.31], [-2.34, 2.02, -1.10], [-2.41, 1.42, -2.27], [-1.69, 3.30, -6.41], [-0.60, 4.23, -6.55], [-0.43, 5.22, -5.42], [-1.42, 6.08, -4.90], [-3.11, 6.23, -5.34], [-0.82, 7.03, -3.60], [0.71, 6.28, -3.69], [0.79, 5.35, -4.68], [-1.75, 0.25, -7.02], [-3.11, 0.93, -7.85], [-1.40, -1.04, -7.39], [1.36, -1.52, -5.42], [0.60, 0.66, -4.60], [-0.68, 2.51, -4.73], [-3.23, 1.00, -4.73], [-3.58, 2.65, -5.14], [-3.05, 4.43, -3.27], [-2.78, 4.01, -0.47], [-2.11, 0.40, -2.41], [-0.73, 4.73, -7.52], [0.33, 3.62, -6.71], [1.40, 6.52, -2.87], [1.70, 4.82, -4.99], [-1.91, -1.51, -8.24]],
  "orbital_gap_ha": 0.17665,
  "charge": -1,
  "spin_multiplicity": 1,
  "e_above_lowest_kcal_mol": 52.5,
  "homo_energy_ev": -3.32
}

Entry 6:
{
  "formula": "C8H11BCsO3",
  "method": "ωB97M-V/def2-TZVPD",
  "elements": ["C", "C", "C", "C", "B", "C", "O", "C", "O", "C", "O", "C", "H", "H", "H", "H", "H", "H", "H", "H", "H", "H", "H", "Cs"],
  "positions_angstrom": [[-2.12, 1.75, 2.36], [-2.14, 0.99, 1.39], [-2.00, 0.03, 0.14], [-0.43, -0.18, -0.12], [0.02, -0.01, -1.68], [1.11, -0.90, -2.48], [-0.58, 1.08, -2.41], [0.53, 0.86, 0.66], [0.90, 0.32, 1.98], [1.20, -1.10, 1.72], [2.15, -1.79, 2.14], [-0.03, -1.50, 0.72], [-1.78, 2.33, 3.26], [-2.48, 0.58, -0.74], [-2.58, -0.92, 0.30], [2.16, -0.51, -2.23], [0.96, -0.69, -3.59], [1.03, -2.02, -2.31], [-0.19, 1.89, -2.00], [1.54, 0.82, 0.07], [0.28, 2.00, 0.58], [0.10, -2.49, 0.20], [-0.86, -1.65, 1.49], [3.15, 1.12, 0.59]],
  "orbital_gap_ha": 0.34267,
  "charge": 1,
  "spin_multiplicity": 1,
  "homo_energy_ev": -12.99
}

Entry 7:
{
  "formula": "C3H5NO",
  "method": "ωB97M-V/def2-TZVPD",
  "elements": ["C", "C", "C", "H", "H", "H", "H", "H", "N", "O"],
  "positions_angstrom": [[-1.26, -0.63, -0.08], [0.58, 0.83, 0.02], [1.79, 0.07, -0.22], [-1.73, -0.37, 0.94], [-2.00, -0.97, -0.78], [-0.60, -1.51, 0.10], [0.31, 0.72, 1.14], [0.79, 1.97, -0.13], [2.76, -0.56, -0.29], [-0.63, 0.45, -0.69]],
  "orbital_gap_ha": 0.42975,
  "spin_multiplicity": 1,
  "e_above_lowest_kcal_mol": 35.1,
  "homo_energy_ev": -10.93
}

Entry 8:
{
  "formula": "C46H38MnN2O3PS2",
  "method": "ωB97M-V/def2-TZVPD",
  "elements": ["Mn", "O", "S", "O", "N", "C", "C", "C", "C", "C", "C", "C", "C", "N", "C", "C", "C", "C", "C", "C", "C", "H", "H", "H", "H", "H", "H", "H", "H", "H", "H", "H", "C", "C", "C", "C", "C", "C", "C", "P", "C", "C", "C", "C", "C", "C", "C", "C", "C", "C", "C", "C", "C", "C", "H", "H", "H", "H", "H", "H", "H", "H", "H", "H", "H", "H", "H", "H", "H", "H", "H", "H", "H", "H", "C", "C", "O", "S", "C", "C", "C", "C", "C", "C", "C", "C", "H", "H", "H", "H", "H", "H", "H"],
  "positions_angstrom": [[-0.85, -0.77, -1.10], [-4.21, -1.71, 1.01], [-2.93, -1.07, 0.84], [-1.73, -1.91, 0.87], [-2.74, -0.31, -0.54], [-3.60, 0.52, -1.21], [-4.92, 0.77, -0.92], [-5.65, 1.69, -1.69], [-5.09, 2.37, -2.73], [-3.73, 2.13, -3.06], [-3.05, 2.82, -4.09], [-1.73, 2.56, -4.32], [-1.08, 1.59, -3.54], [-1.68, 0.92, -2.59], [-2.99, 1.19, -2.32], [-2.76, 0.11, 2.16], [-2.58, -0.39, 3.44], [-2.40, 0.50, 4.49], [-2.40, 1.86, 4.26], [-2.58, 2.35, 2.97], [-2.76, 1.47, 1.91], [-5.39, 0.25, -0.09], [-6.69, 1.86, -1.43], [-5.65, 3.08, -3.31], [-3.59, 3.55, -4.68], [-1.18, 3.08, -5.09], [-0.03, 1.37, -3.71], [-2.56, -1.46, 3.61], [-2.24, 0.12, 5.49], [-2.23, 2.56, 5.07], [-2.57, 3.41, 2.79], [-2.86, 1.84, 0.90], [0.54, -1.20, -4.72], [1.99, -1.09, -4.36], [2.91, -0.83, -5.37], [4.28, -0.83, -5.13], [4.74, -1.10, -3.85], [3.84, -1.34, -2.83], [2.47, -1.31, -3.07], [1.31, -1.74, -1.72], [2.29, -1.83, -0.19], [2.17, -2.98, 0.60], [2.76, -3.06, 1.85], [3.47, -1.97, 2.33], [3.58, -0.82, 1.56], [2.99, -0.72, 0.30], [3.16, 0.57, -0.45], [0.81, -3.41, -2.17], [1.72, -4.45, -2.41], [1.25, -5.70, -2.76], [-0.13, -5.91, -2.88], [-1.02, -4.87, -2.67], [-0.56, -3.59, -2.33], [-1.50, -2.43, -2.17], [0.29, -2.24, -4.95], [0.30, -0.60, -5.60], [-0.12, -0.89, -3.91], [2.55, -0.64, -6.37], [4.97, -0.62, -5.93], [5.81, -1.12, -3.65], [4.21, -1.56, -1.84], [1.59, -3.82, 0.23], [2.65, -3.95, 2.44], [3.94, -2.01, 3.30], [4.12, 0.03, 1.95], [3.11, 1.40, 0.24], [2.38, 0.72, -1.20], [4.13, 0.60, -0.96], [2.78, -4.28, -2.31], [1.94, -6.52, -2.93], [-0.50, -6.89, -3.14], [-2.08, -5.03, -2.77], [-2.40, -2.75, -1.63], [-1.82, -2.07, -3.15], [0.54, 4.72, 8.40], [0.40, 4.11, 7.03], [-0.66, 3.92, 6.49], [1.97, 3.65, 6.32], [1.47, 2.94, 4.78], [1.16, 3.75, 3.70], [0.80, 3.19, 2.49], [0.76, 1.80, 2.34], [1.09, 0.99, 3.43], [1.44, 1.56, 4.64], [0.37, 1.20, 1.10], [0.04, 0.63, 0.08], [-0.14, 5.57, 8.47], [1.56, 5.03, 8.61], [0.24, 3.98, 9.13], [1.19, 4.83, 3.81], [0.54, 3.82, 1.65], [1.06, -0.09, 3.31], [1.68, 0.93, 5.48]],
  "orbital_gap_ha": [0.27743, 0.28172],
  "s2": 6.1293,
  "spin_multiplicity": 5,
  "e_above_lowest_kcal_mol": 0.0,
  "homo_energy_ev": [-7.67, -7.71]
}

So what do the calculations give for E? Going down the list: -679.3489; -610.5380; -704.6212; -1092.3351; -5130.4215; -581.7468; -247.2512; -4399.6627 hartree.
So what do the calculations give for largest force on an atom? Going down the list: 6.20; 8.98; 3.43; 5.01; 4.32; 8.77; 3.40; 0.49 eV/Å.